1.
Entry from the Open Molecules 2025 dataset: C48H38ClN3O3P2RuS as an isolated structure (the ωB97M-V functional and the def2-TZVPD basis).

Properties
E_HOMO (spin up / spin down) ... -13.165 / -13.128 eV
Gap between HOMO and LUMO (spin up / spin down) ... 0.1976 / 0.2046 Ha
Net charge ... +2
M ... 935.39 g/mol

Atoms and positions in Å:
Ru: -0.51 0.88 0.13
Cl: -3.24 -0.11 6.85
C: -2.49 -0.15 5.30
C: -1.55 -1.17 5.02
C: -0.94 -1.23 3.80
C: -1.22 -0.27 2.80
O: -0.57 -0.36 1.67
C: -2.19 0.73 3.08
C: -2.62 1.67 2.11
N: -2.21 1.78 0.88
C: -2.77 2.78 0.04
C: -3.92 3.48 0.29
C: -4.37 4.48 -0.60
C: -3.68 4.74 -1.75
C: -2.52 3.99 -2.07
C: -1.82 4.16 -3.28
C: -0.75 3.36 -3.55
C: -0.36 2.40 -2.60
N: -0.97 2.23 -1.44
C: -2.07 3.02 -1.16
C: -2.81 0.77 4.35
H: -1.32 -1.89 5.79
H: -0.23 -2.01 3.57
H: -3.39 2.36 2.46
H: -4.52 3.28 1.17
H: -5.27 5.02 -0.37
H: -4.02 5.50 -2.45
H: -2.14 4.92 -3.99
H: -0.19 3.44 -4.47
H: 0.48 1.76 -2.81
H: -3.55 1.53 4.56
C: 0.08 -1.01 -3.57
N: 0.27 -1.16 -2.11
P: 1.32 -0.21 -1.08
C: 2.44 0.65 -2.24
C: 2.79 1.99 -2.12
C: 3.72 2.56 -2.98
C: 4.32 1.80 -3.97
C: 3.98 0.46 -4.10
C: 3.05 -0.11 -3.25
C: 2.42 -1.31 -0.16
C: 2.03 -1.75 1.11
C: 2.85 -2.58 1.86
C: 4.08 -2.98 1.36
C: 4.48 -2.56 0.09
C: 3.66 -1.73 -0.66
P: -1.13 -1.07 -1.12
C: -2.64 -1.08 -2.09
C: -3.00 -2.23 -2.78
C: -4.16 -2.24 -3.54
C: -4.96 -1.11 -3.59
C: -4.62 0.04 -2.88
C: -3.45 0.05 -2.13
C: -1.19 -2.61 -0.18
C: -0.25 -3.61 -0.37
C: -0.38 -4.81 0.32
C: -1.45 -5.01 1.18
C: -2.40 -4.00 1.36
C: -2.27 -2.81 0.68
H: 0.96 -0.58 -4.03
H: -0.77 -0.36 -3.81
H: -0.10 -1.98 -4.02
H: 2.32 2.62 -1.37
H: 3.98 3.61 -2.87
H: 5.04 2.24 -4.64
H: 4.44 -0.15 -4.87
H: 2.81 -1.16 -3.36
H: 1.07 -1.45 1.51
H: 2.54 -2.90 2.84
H: 4.74 -3.60 1.95
H: 5.44 -2.86 -0.30
H: 4.02 -1.39 -1.62
H: -2.39 -3.13 -2.72
H: -4.44 -3.13 -4.08
H: -5.87 -1.12 -4.18
H: -5.26 0.91 -2.91
H: -3.18 0.94 -1.57
H: 0.58 -3.47 -1.05
H: 0.35 -5.60 0.17
H: -1.55 -5.94 1.71
H: -3.24 -4.16 2.03
H: -3.02 -2.03 0.81
O: 4.68 -0.12 5.93
C: 4.73 -0.37 4.61
O: 5.45 -1.20 4.16
C: 3.81 0.43 3.72
C: 2.50 0.72 4.10
C: 1.64 1.32 3.21
C: 2.10 1.66 1.93
S: 1.02 2.43 0.78
C: 3.44 1.44 1.58
C: 4.28 0.80 2.47
H: 4.17 0.67 6.12
H: 2.14 0.44 5.09
H: 0.62 1.53 3.49
H: 3.80 1.75 0.61
H: 5.30 0.56 2.19

---

2.
Entry from the Open Molecules 2025 dataset: a 6-piece molecular cluster, C42H36BFIO16P overall (the ωB97M-V functional and the def2-TZVPD basis).

Properties
E_HOMO ... -9.524 eV
Gap between HOMO and LUMO ... 0.2821 Ha
Structure (SMILES) ... CCB(O)C1=C(I)C(=O)C(CP(=O)(O)O)=C(C[C@H](C)F)C1=O.O=C1C=CC(=O)C=C1.O=C1C=CC(=O)C=C1.O=C1C=CC(=O)C=C1.O=C1C=CC(=O)C=C1.O=C1C=CC(=O)C=C1
M ... 984.42 g/mol
ΔE to the lowest compared entry with this formula, charge and spin ... 0.000 eV

Atoms and positions in Å:
C: 1.76 2.61 3.59
C: 0.57 3.46 3.03
B: -0.20 2.85 1.79
O: -1.43 3.36 1.53
C: 0.35 1.72 0.80
C: 1.52 1.80 0.18
I: 2.86 3.44 0.31
C: 1.96 0.64 -0.71
O: 2.53 0.78 -1.73
C: 1.55 -0.73 -0.16
C: 2.55 -1.87 -0.31
P: 4.20 -1.31 0.34
O: 4.82 -2.44 1.07
O: 4.07 -0.09 1.39
O: 5.21 -0.90 -0.85
C: 0.37 -0.84 0.42
C: -0.05 -2.19 0.99
C: -1.50 -2.30 1.49
C: -1.59 -2.21 3.03
F: -1.92 -3.62 1.18
C: -0.44 0.44 0.49
O: -1.62 0.53 0.29
H: 1.98 1.70 3.01
H: 2.67 3.23 3.54
H: 1.63 2.41 4.66
H: 0.86 4.50 2.82
H: -0.18 3.52 3.85
H: -1.84 2.91 0.77
H: 2.71 -2.16 -1.36
H: 2.31 -2.77 0.27
H: 3.31 -0.20 1.97
H: 5.27 -1.68 -1.43
H: 0.06 -2.93 0.18
H: 0.64 -2.52 1.78
H: -2.21 -1.63 0.99
H: -2.65 -2.19 3.30
H: -1.09 -3.10 3.42
H: -1.08 -1.29 3.35
O: -8.03 4.80 -0.83
C: -6.87 4.44 -0.81
C: -5.76 5.42 -0.97
C: -4.49 5.03 -0.95
C: -4.13 3.61 -0.76
O: -2.97 3.25 -0.73
C: -5.23 2.63 -0.59
C: -6.50 3.02 -0.62
H: -6.05 6.45 -1.11
H: -3.67 5.72 -1.06
H: -4.94 1.60 -0.46
H: -7.32 2.31 -0.50
O: -8.50 1.00 0.58
C: -8.05 0.00 1.10
C: -8.08 -1.31 0.41
C: -7.59 -2.41 0.98
C: -7.00 -2.36 2.34
O: -6.55 -3.36 2.86
C: -6.97 -1.05 3.03
C: -7.46 0.04 2.46
H: -8.52 -1.32 -0.58
H: -7.61 -3.37 0.49
H: -6.53 -1.04 4.02
H: -7.44 1.01 2.95
O: 0.15 8.41 -5.89
C: -0.32 8.18 -4.80
C: -1.00 9.24 -4.01
C: -1.52 8.99 -2.81
C: -1.43 7.63 -2.21
O: -1.91 7.40 -1.11
C: -0.75 6.57 -2.99
C: -0.24 6.83 -4.19
H: -1.06 10.22 -4.47
H: -2.02 9.75 -2.23
H: -0.70 5.59 -2.53
H: 0.26 6.07 -4.78
O: 1.82 -4.84 1.72
C: 1.79 -5.67 0.83
C: 3.04 -6.14 0.19
C: 3.01 -7.05 -0.79
C: 1.73 -7.62 -1.27
O: 1.71 -8.45 -2.16
C: 0.48 -7.14 -0.63
C: 0.51 -6.24 0.35
H: 3.97 -5.71 0.55
H: 3.91 -7.40 -1.27
H: -0.44 -7.57 -0.99
H: -0.39 -5.87 0.83
O: 6.43 -3.94 -2.07
C: 7.59 -4.04 -1.73
C: 8.60 -4.67 -2.62
C: 9.87 -4.79 -2.24
C: 10.33 -4.30 -0.91
O: 11.49 -4.41 -0.57
C: 9.32 -3.67 -0.03
C: 8.05 -3.55 -0.41
H: 8.25 -5.02 -3.58
H: 10.62 -5.24 -2.87
H: 9.67 -3.32 0.93
H: 7.29 -3.10 0.23